This record from the Open Molecules 2025 dataset describes 3 unconnected molecules or ions with the total composition C11H25Br2O7S. The level of theory is ωB97M-V/def2-TZVPD.

Each line ends with the Mulliken charge.
Atoms and positions in Å:
C: -0.0097 0.4833 2.0429  -0.8289
C: -0.1861 1.7243 1.2129  0.3310
Br: 0.9600 3.1170 2.0554  -0.1870
C: -1.6296 2.2051 0.9755  -0.0729
Br: -2.3543 3.4747 2.2463  -0.0855
S: -2.8699 0.8859 0.7098  1.2473
O: -4.0616 1.6506 0.3906  -0.6944
O: -2.3126 0.1582 -0.4245  -0.6856
O: -2.9793 0.0793 1.9222  -0.6103
H: 1.0393 0.2020 2.0673  0.5197
H: -0.3486 0.6467 3.0602  0.3759
H: -0.5780 -0.3274 1.6165  -0.3552
H: 0.2906 1.6388 0.2460  0.0317
H: -1.6345 2.7282 0.0287  -0.0146
C: -0.0860 3.1857 -2.4622  -0.8790
O: 1.1416 2.5564 -2.1380  -0.2087
C: 1.8965 2.1465 -3.2596  -0.5936
C: 3.0307 3.1047 -3.5482  -0.5418
O: 2.5633 4.3868 -3.9342  -0.3816
C: 2.5711 5.3296 -2.8774  -0.6588
H: -0.4563 3.6571 -1.5530  0.2002
H: 0.0453 3.9514 -3.2312  0.4571
H: -0.8220 2.4498 -2.8016  0.3476
H: 1.2549 2.0433 -4.1408  0.3639
H: 2.3191 1.1623 -3.0320  0.3818
H: 3.6294 2.7105 -4.3760  0.3641
H: 3.6771 3.1848 -2.6683  0.3340
H: 3.5937 5.6576 -2.6573  0.3250
H: 2.1223 4.9225 -1.9691  0.2510
H: 1.9894 6.1900 -3.2044  0.2413
C: -1.0596 -5.9889 0.4144  -0.7148
O: -1.3089 -6.0878 1.8028  -0.3712
C: -0.1767 -5.8017 2.6051  -0.4873
C: -0.1850 -4.3812 3.1290  -0.5558
O: -0.0563 -3.4350 2.0921  -0.3755
C: -1.2894 -2.8203 1.7153  -0.7811
H: -2.0234 -6.0038 -0.0915  0.2488
H: -0.5455 -5.0588 0.1635  0.3135
H: -0.4619 -6.8401 0.0649  0.3211
H: 0.7455 -5.9788 2.0408  0.3123
H: -0.1950 -6.4965 3.4520  0.3682
H: 0.6735 -4.2565 3.7997  0.3912
H: -1.0964 -4.2007 3.7085  0.3384
H: -1.6135 -2.0942 2.4625  0.4064
H: -2.0747 -3.5653 1.5687  0.3844
H: -1.1283 -2.2963 0.7757  0.2278

## Properties
Energy: -177065.125 eV
LUMO: 0.0988 hartree
Frontier orbital gap: 8.38 eV
Energy relative to the best compared isomer or geometry (same formula, charge and spin): 0.00 kJ/mol
Net charge: -1
HOMO energy: -5.69 eV
F_max: 0.93 eV/Å